Record 1
Computed, not measured: a structure of composition C7H14O2 at a distorted geometry, with ωB97M-V/def2-TZVPD.

Computed properties:
Total energy ... -425.4212 Ha
Multiplicity ... 1
Energy above the lowest of the compared OMol25 structures with the same formula, charge and spin ... 115.5 kcal/mol
Gap between HOMO and LUMO ... 7.5 eV
LUMO energy ... 0.5 eV

```
23
Properties=species:S:1:pos:R:3:forces:R:3:mulliken_charge:R:1
C -1.39566 -0.45556 -0.09475 0.2610 0.2898 0.3404 1.02
C 0.41278 0.51776 1.07994 -0.6875 -0.1056 -0.3239 0.10
C 0.55651 -0.16333 -0.12859 1.1982 -0.1065 0.5443 -0.07
C -0.26408 -1.40514 -0.27352 0.2006 0.1159 0.0046 -0.70
C 3.28042 0.56058 -0.33112 0.0657 0.2372 -0.0678 -0.64
C -2.33718 -0.62882 1.06426 -0.0156 0.0095 0.0360 -1.51
C -1.99499 0.19186 -1.30897 0.0561 -0.0050 -0.0377 -1.48
O 2.50427 -0.46013 0.15249 -0.6439 -0.0613 -0.2384 -0.64
O 0.87332 1.74529 1.29908 -0.0204 -0.1228 -0.2201 -0.50
H 1.46364 2.01671 0.57481 -0.1059 -0.0978 0.0965 0.38
H 0.11689 0.02607 1.99743 -0.2027 -0.0507 -0.1810 0.31
H 0.75916 0.40133 -1.03081 -0.1162 0.0690 0.0058 0.34
H -0.11555 -2.12465 0.52675 -0.0489 0.0283 0.0055 0.27
H -0.15016 -1.87499 -1.24632 -0.0291 0.0256 0.0171 0.26
H 3.35980 1.43770 0.36578 0.0233 -0.1758 -0.0890 0.17
H 2.92174 0.98508 -1.29972 0.0098 -0.0701 0.0561 0.23
H 4.32406 0.25179 -0.51608 -0.1008 0.0277 -0.0137 0.27
H -1.85417 -1.06519 1.93789 0.0030 0.0095 -0.0204 0.35
H -3.14668 -1.31074 0.76980 0.0471 -0.0021 -0.0171 0.41
H -2.80512 0.31350 1.35606 0.0365 -0.0190 -0.0166 0.36
H -2.42150 1.16990 -1.07478 0.0293 -0.0419 -0.0130 0.33
H -1.27778 0.30500 -2.12265 0.0294 0.0384 0.0528 0.35
H -2.80973 -0.43402 -1.69698 0.0108 0.0078 0.0797 0.38
```
Forces are in eV/Å.

---

Record 2
Computed, not measured: the ion CNO4S with charge -1 at a distorted geometry, with ωB97M-V/def2-TZVPD.

Computed properties:
Total energy ... -791.9655 Ha
Multiplicity ... 1
Energy above the lowest of the compared OMol25 structures with the same formula, charge and spin ... 69.4 kcal/mol
SMILES ... O=[N+]([O-])OC([O-])=S
Gap between HOMO and LUMO ... 8.2 eV
LUMO energy ... 3.6 eV
Charge ... -1

```
7
Properties=species:S:1:pos:R:3:forces:R:3:mulliken_charge:R:1
C -0.65816 -0.06782 1.09304 0.1807 -0.1804 -1.6344 0.48
N 0.60540 0.03096 -1.07849 -0.5966 -0.4264 1.1845 0.99
O 0.00511 -0.88030 -1.57076 -0.0106 -0.9999 -0.3894 -0.53
O -1.52531 -0.27183 0.30723 -0.8790 0.2026 1.2144 -0.51
O 1.05535 0.95879 -1.68805 0.7921 1.1582 -0.2844 -0.61
O 0.75238 0.03669 0.28735 0.8410 0.2361 -1.0494 -0.35
S -0.23477 0.19351 2.64968 -0.3276 0.0097 0.9587 -0.48
```
Forces are in eV/Å.

---

Record 3
Computed, not measured: a structure of composition C8H20AsF3NO at a distorted geometry, with ωB97M-V/def2-TZVPD.

Computed properties:
Total energy ... -2982.0286 Ha
Multiplicity ... 1
Gap between HOMO and LUMO ... 7.4 eV
LUMO energy ... 3.7 eV
Charge ... -1

```
34
Properties=species:S:1:pos:R:3:forces:R:3:mulliken_charge:R:1
C -1.15848 1.23865 3.07684 -0.2434 0.1142 0.0971 -0.96
C -0.92853 -0.26678 3.53521 0.2109 0.5234 -0.0741 -0.41
C -0.48422 -1.26966 2.37433 -0.5482 -0.6015 0.2505 -0.41
C -1.07836 -0.95473 0.92575 -0.6326 -0.9316 1.4715 -1.11
As 0.07283 0.24093 -0.24555 -1.0045 1.2509 -0.2096 -0.24
C -1.42760 0.16949 -1.66877 -0.6378 -1.4295 0.5408 -0.93
O -0.78958 0.46463 -2.95451 -1.6501 2.8211 -0.5599 -0.29
C -1.15975 1.68983 -3.45988 2.0692 -1.4595 -0.7180 0.81
F -0.15608 2.06195 -4.37921 -1.8106 -0.3582 1.2935 -0.30
F -1.22137 2.71864 -2.53829 -0.6407 -1.5688 -1.6442 -0.22
F -2.33466 1.57746 -4.22302 1.3736 0.9138 1.4904 -0.29
N 0.88580 -1.22274 -1.17381 1.3013 -0.4412 -0.2228 -0.50
C 2.33765 -1.35762 -0.92207 0.0988 -1.1300 -0.6944 -0.49
C 3.23094 -0.20242 -1.55453 0.8856 -0.4127 0.6355 -0.93
H -0.25286 1.65879 2.54379 -1.0549 -0.5901 0.5537 0.22
H -2.04714 1.32596 2.36968 1.2427 -0.1169 0.8539 0.25
H -1.37820 1.91890 3.97005 0.2767 -0.9909 -0.9970 0.35
H -0.10996 -0.23266 4.33429 -1.1757 -0.2780 -0.8972 0.28
H -1.89440 -0.64972 4.00236 1.2077 0.4715 -0.4488 0.23
H 0.64867 -1.38468 2.38773 -1.3144 0.3675 -0.3292 0.23
H -0.89415 -2.29881 2.67175 0.6508 1.2470 -0.2219 0.29
H -2.09246 -0.45502 1.06930 1.1043 -0.5872 -0.2900 0.28
H -1.26243 -1.95019 0.41519 0.1392 1.0386 0.4498 0.52
H 0.83064 1.22358 -1.19766 0.1636 -0.0249 -0.1442 0.00
H 1.22694 0.30266 0.80960 0.2447 -0.0775 0.3159 0.28
H -0.65516 1.50608 0.35631 -0.0254 0.2312 0.3357 0.03
H -2.30599 0.83307 -1.41190 0.9937 -0.5080 -0.5679 0.32
H -1.78564 -0.91093 -1.71433 0.2896 1.3395 -0.2901 0.31
H 0.38244 -2.10574 -1.05946 0.5033 0.3056 0.1449 0.24
H 2.66410 -2.32665 -1.44519 -0.2349 1.1683 0.6869 0.35
H 2.58502 -1.53224 0.18576 -0.1065 0.6076 -1.2057 0.24
H 2.96564 0.83717 -1.20560 0.0599 -1.2539 -0.5108 0.27
H 3.28508 -0.25485 -2.68800 -0.4539 0.1257 1.3771 0.22
H 4.30126 -0.39232 -1.18617 -1.2819 0.2344 -0.4713 0.33
```
Forces are in eV/Å.

---

Record 4
Computed, not measured: a structure of composition C6H9HgO4 at a distorted geometry, with ωB97M-V/def2-TZVPD.

Computed properties:
Total energy ... -687.8730 Ha
Multiplicity ... 1
Energy above the lowest of the compared OMol25 structures with the same formula, charge and spin ... 66.1 kcal/mol
Gap between HOMO and LUMO ... 3.7 eV
LUMO energy ... -7.5 eV
Charge ... +1

```
20
Properties=species:S:1:pos:R:3:forces:R:3:mulliken_charge:R:1
O 3.74096 0.19479 0.41295 -0.8447 0.9562 4.0665 -0.65
C 2.70341 -0.42049 0.01491 -4.3886 1.0537 2.9260 1.15
O 2.67170 -0.85290 -1.17832 -5.1760 -2.0584 -0.3467 -0.61
O 1.69793 -0.47910 0.84248 2.1376 1.5474 -0.2685 -0.31
C 0.34358 -0.73503 0.42182 -0.3613 1.1843 -2.2251 -0.62
Hg 4.50328 -0.35631 -1.27425 9.3050 0.3950 -5.8660 1.05
H 0.46265 -0.94851 -0.64848 -0.5157 -1.3612 0.4630 0.32
H 0.16568 -1.47561 1.21130 -1.1470 0.1608 -1.1770 0.30
C -1.97065 -1.08672 1.69991 -1.4697 -0.1676 0.8202 -0.88
C -1.97115 -0.03523 0.84330 0.1698 -0.7096 -0.0549 -0.44
H -1.59877 -2.10378 1.56687 1.4855 0.8034 0.5145 0.37
H -2.61542 -1.03216 2.58119 -1.2232 -0.4772 -0.9630 0.29
H -2.92216 0.27231 0.39657 -0.0696 1.2526 1.3965 0.33
C -0.73564 0.54112 0.26053 1.8565 -1.9399 0.5496 0.71
C -1.02626 1.12682 -1.11421 0.2316 -0.5114 -0.2899 -0.84
O 0.10833 1.81023 -1.60617 0.4598 -0.1114 0.1273 -0.51
H -0.28235 1.31407 0.89995 -0.6197 0.0331 0.0629 0.27
H -1.87799 1.82423 -1.03304 0.1875 -0.2961 0.1982 0.36
H -1.32313 0.31597 -1.80378 0.0318 0.1548 0.1505 0.40
H -0.07402 2.12630 -2.49353 -0.0496 0.0914 -0.0840 0.32
```
Forces are in eV/Å.